ORCA calculation (wB97M-V/def2-TZVPD) on a 4-piece molecular cluster, C30H57Br6ClN2O2PS overall at a distorted geometry.

Bonds (Å) are listed after each position.
Atoms and positions in Å:
1 C -3.45 0.43 2.89  C2 1.550, H32 1.107, H33 1.108, H34 1.109
2 C -3.57 -0.81 3.82  C1 1.550, C3 1.561, H35 1.103, H36 1.106
3 C -2.31 -1.74 3.76  C2 1.561, C4 1.561, H37 1.100, H38 1.106
4 C -2.24 -2.47 2.39  C3 1.561, C5 1.557, H39 1.105, H40 1.103
5 C -0.93 -3.31 2.27  C4 1.557, C6 1.559, H41 1.110, H42 1.104
6 C -1.00 -4.48 1.24  C5 1.559, C7 1.575, H43 1.104, H44 1.103
7 C -0.58 -4.12 -0.23  C6 1.575, C8 1.512, H45 1.102, H46 1.104
8 C -0.33 -2.65 -0.49  C7 1.512, C9 1.429, C23 1.427
9 C 0.97 -2.08 -0.40  C8 1.429, P10 1.856, C13 1.432
10 P 2.52 -3.01 0.02  C9 1.856, C11 1.851, C12 1.860
11 C 2.22 -4.39 1.22  P10 1.851, H47 1.107, H48 1.100, H49 1.106
12 C 3.40 -3.60 -1.51  P10 1.860, H50 1.106, H51 1.104, H52 1.101
13 C 1.08 -0.68 -0.69  C9 1.432, C14 1.564, N17 1.315
14 C 2.52 -0.07 -0.65  C13 1.564, C15 1.550, H53 1.102, H54 1.108
15 C 2.58 1.45 -0.90  C14 1.550, C16 1.569, H55 1.106, H56 1.097
16 C 2.66 1.71 -2.44  C15 1.569, H57 1.102, H58 1.103, H59 1.107
17 N 0.13 0.17 -1.00  C13 1.315, N18 1.325
18 N -1.05 -0.42 -1.03  N17 1.325, C19 1.488, C23 1.321
19 C -2.15 0.53 -1.33  N18 1.488, C20 1.578, H60 1.102, H61 1.098
20 C -2.64 0.44 -2.83  C19 1.578, C21 1.546, H62 1.106, H63 1.103
21 C -2.79 1.84 -3.46  C20 1.546, C22 1.571, H64 1.107, H65 1.106
22 C -1.45 2.37 -4.09  C21 1.571, H66 1.101, H67 1.107, H68 1.100
23 C -1.34 -1.69 -0.83  C8 1.427, N18 1.321, C24 1.537
24 C -2.78 -2.22 -0.95  C23 1.537, C25 1.588, H69 1.103, H70 1.097
25 C -3.12 -2.76 -2.41  C24 1.588, C26 1.560, H71 1.103, H72 1.105
26 C -3.43 -4.29 -2.45  C25 1.560, C27 1.566, H73 1.104, H74 1.101
27 C -2.30 -4.96 -3.30  C26 1.566, S28 1.823, H75 1.103, H76 1.103
28 S -2.41 -6.78 -3.36  C27 1.823, O29 1.435, O30 1.439, Cl31 2.065
29 O -2.26 -7.15 -4.74  S28 1.435
30 O -1.33 -7.33 -2.58  S28 1.439
31 Cl -4.23 -7.39 -2.61  S28 2.065
32 H -4.00 1.30 3.30  C1 1.107
33 H -3.87 0.27 1.88  C1 1.108
34 H -2.39 0.75 2.83  C1 1.109
35 H -4.50 -1.37 3.62  C2 1.103
36 H -3.62 -0.44 4.86  C2 1.106
37 H -2.38 -2.44 4.61  C3 1.100
38 H -1.43 -1.07 3.80  C3 1.106
39 H -3.11 -3.15 2.30  C4 1.105
40 H -2.31 -1.68 1.62  C4 1.103
41 H -0.82 -3.79 3.27  C5 1.110
42 H -0.04 -2.66 2.16  C5 1.104
43 H -0.34 -5.27 1.63  C6 1.104
44 H -2.02 -4.90 1.25  C6 1.103
45 H 0.29 -4.70 -0.58  C7 1.102
46 H -1.41 -4.44 -0.88  C7 1.104
47 H 1.80 -5.31 0.78  C11 1.107
48 H 1.60 -4.03 2.06  C11 1.100
49 H 3.18 -4.70 1.67  C11 1.106
50 H 4.37 -3.06 -1.53  C12 1.106
51 H 3.67 -4.67 -1.44  C12 1.104
52 H 2.90 -3.35 -2.45  C12 1.101
53 H 2.97 -0.39 0.31  C14 1.102
54 H 3.08 -0.61 -1.44  C14 1.108
55 H 3.53 1.81 -0.47  C15 1.106
56 H 1.78 2.03 -0.40  C15 1.097
57 H 3.71 1.81 -2.78  C16 1.102
58 H 2.09 2.61 -2.74  C16 1.103
59 H 2.26 0.83 -2.97  C16 1.107
60 H -1.78 1.57 -1.23  C19 1.102
61 H -2.98 0.46 -0.61  C19 1.098
62 H -3.64 -0.03 -2.78  C20 1.106
63 H -1.97 -0.23 -3.38  C20 1.103
64 H -3.20 2.56 -2.72  C21 1.107
65 H -3.57 1.78 -4.25  C21 1.106
66 H -1.31 3.40 -3.76  C22 1.101
67 H -0.64 1.72 -3.70  C22 1.107
68 H -1.48 2.29 -5.19  C22 1.100
69 H -2.82 -3.12 -0.32  C24 1.103
70 H -3.55 -1.55 -0.55  C24 1.097
71 H -4.00 -2.20 -2.76  C25 1.103
72 H -2.31 -2.53 -3.12  C25 1.105
73 H -4.36 -4.47 -3.01  C26 1.104
74 H -3.52 -4.76 -1.46  C26 1.101
75 H -2.36 -4.56 -4.32  C27 1.103
76 H -1.29 -4.70 -2.93  C27 1.103
77 Br -3.41 5.20 0.57  C78 1.947
78 C -2.93 3.84 1.89  Br77 1.947, C79 1.506, H81 1.086, H82 1.089
79 C -1.45 3.86 2.19  C78 1.506, Br80 1.947, H83 1.089, H84 1.087
80 Br -0.43 3.04 0.75  C79 1.947
81 H -3.27 2.89 1.50  C78 1.086
82 H -3.50 4.09 2.78  C78 1.089
83 H -1.24 3.26 3.08  C79 1.089
84 H -1.06 4.86 2.33  C79 1.087
85 Br 2.76 3.93 3.20  C86 1.946
86 C 3.46 4.63 1.53  Br85 1.946, C87 1.505, H89 1.087, H90 1.090
87 C 3.49 6.13 1.53  C86 1.505, Br88 1.948, H91 1.089, H92 1.087
88 Br 1.71 6.87 1.25  C87 1.948
89 H 2.85 4.21 0.73  C86 1.087
90 H 4.47 4.23 1.45  C86 1.090
91 H 4.08 6.50 0.69  C87 1.089
92 H 3.87 6.55 2.45  C87 1.087
93 Br 6.92 6.09 4.17  C94 1.948
94 C 7.62 6.79 2.49  Br93 1.948, C95 1.506, H97 1.086, H98 1.089
95 C 7.65 8.30 2.49  C94 1.506, Br96 1.947, H99 1.089, H100 1.086
96 Br 5.87 9.04 2.22  C95 1.947
97 H 7.01 6.38 1.70  C94 1.086
98 H 8.63 6.39 2.42  C94 1.089
99 H 8.24 8.67 1.66  C95 1.089
100 H 8.02 8.72 3.42  C95 1.086

HOMO-LUMO gap = 6.909 eV
Charge = +1
Max |F| = 3.5 eV/A
LUMO = -3.937 eV
Molecular weight = 1055.716 g/mol
E_HOMO = -0.399 hartree

Atomic partial charges in e from the Mulliken method, atoms 1 to 99: -0.837 -0.819 -0.801 0.276 -0.808 -1.501 -0.018 1.101 0.567 0.410 -0.929 -1.242 0.053 -1.386 0.842 -1.408 -0.445 1.227 -0.277 -0.449 -0.876 -0.821 -0.765 -0.879 -0.976 -1.273 -0.557 1.062 -0.539 -0.542 -0.182 0.459 0.141 0.226 0.359 0.379 0.414 0.318 0.348 -0.624 0.475 0.352 0.475 0.662 0.865 -1.028 0.345 0.198 0.490 0.366 0.437 0.359 0.570 0.453 0.377 -0.834 0.379 0.307 0.309 0.322 -0.364 0.239 0.329 0.337 0.439 0.295 0.062 0.350 0.467 0.969 0.286 0.456 0.494 0.663 0.513 0.227 -0.140 -0.369 -0.750 0.076 -0.015 0.458 0.443 0.442 -0.148 -0.346 -0.552 -0.167 0.194 0.353 0.332 0.313 -0.121 -0.574 -0.560 -0.135 0.308 0.368 0.346